[1]
Here is a 7-piece molecular cluster, C42H101N7O9 overall at a distorted geometry from OMol25. Energies are from ωB97M-V/def2-TZVPD.

Positions of all 159 atoms, in Å:
C 2.43 2.31 -6.63
C 0.99 2.49 -6.04
C 0.49 1.09 -5.63
C 1.17 3.33 -4.76
C -0.19 3.98 -4.34
C -0.94 4.65 -5.48
C -1.10 3.85 -6.77
C -2.26 2.84 -6.72
C -1.32 4.87 -7.87
N 0.17 3.18 -7.05
O 0.11 2.44 -8.27
H 2.69 3.26 -7.11
H 2.43 1.58 -7.43
H 3.08 2.14 -5.77
H 1.16 0.61 -4.92
H 0.49 0.47 -6.53
H -0.54 1.15 -5.30
H 1.31 2.63 -3.94
H 1.95 4.08 -4.89
H -0.10 4.67 -3.50
H -0.82 3.23 -3.84
H -0.38 5.57 -5.67
H -1.97 4.82 -5.14
H -2.19 2.07 -5.94
H -3.20 3.36 -6.51
H -2.27 2.32 -7.68
H -0.49 5.46 -8.26
H -1.80 4.36 -8.71
H -2.12 5.62 -7.73
H 0.95 2.69 -8.66
C 0.21 -1.84 3.59
C -0.50 -0.74 4.38
C -0.12 0.63 3.77
C -2.00 -1.03 4.24
C -2.87 -0.39 5.34
C -2.39 -0.85 6.72
C -0.84 -0.59 6.97
C -0.85 0.90 7.32
C -0.54 -1.52 8.11
N -0.05 -0.85 5.78
O 1.33 -0.79 5.97
H -0.21 -1.88 2.58
H 1.26 -1.60 3.42
H 0.15 -2.84 4.03
H -0.28 1.43 4.49
H 0.93 0.56 3.49
H -0.77 0.91 2.95
H -2.36 -0.59 3.31
H -2.15 -2.11 4.20
H -2.81 0.69 5.29
H -3.85 -0.80 5.08
H -2.70 -1.88 6.87
H -2.95 -0.24 7.43
H -1.27 1.15 8.30
H -1.33 1.57 6.62
H 0.21 1.18 7.47
H 0.51 -1.57 8.41
H -0.91 -2.53 7.91
H -1.13 -1.26 8.99
H 1.60 -1.66 6.31
C -1.35 -1.48 -1.70
O -0.19 -0.89 -1.12
C -0.23 0.52 -1.01
C 1.18 0.98 -0.71
C 1.76 0.55 0.64
N 1.29 2.44 -0.79
H -1.34 -1.37 -2.80
H -2.28 -1.05 -1.34
H -1.22 -2.55 -1.54
H -0.51 0.96 -1.97
H -0.97 0.82 -0.25
H 1.82 0.49 -1.45
H 2.84 0.44 0.70
H 1.42 -0.42 1.04
H 1.43 1.26 1.40
H 0.44 2.85 -0.41
H 2.08 2.84 -0.31
C -3.39 -0.64 -5.26
O -2.26 -1.09 -5.96
C -2.57 -1.98 -7.02
C -1.41 -2.20 -8.00
C -0.20 -2.71 -7.24
N -1.14 -0.89 -8.60
H -3.05 0.15 -4.59
H -4.01 -1.28 -4.60
H -4.17 -0.32 -5.96
H -2.83 -2.94 -6.56
H -3.43 -1.65 -7.61
H -1.72 -3.01 -8.66
H -0.04 -2.07 -6.37
H 0.72 -2.68 -7.84
H -0.31 -3.77 -6.98
H -0.25 -0.78 -9.06
H -1.27 -0.19 -7.88
C 8.36 -2.42 4.69
O 7.18 -2.19 3.93
C 6.13 -3.02 4.41
C 4.81 -2.82 3.65
C 4.52 -1.34 3.33
N 3.72 -3.51 4.30
H 8.89 -3.22 4.18
H 8.23 -2.82 5.70
H 8.92 -1.48 4.70
H 6.43 -4.06 4.25
H 5.94 -2.86 5.47
H 4.89 -3.29 2.66
H 5.46 -0.81 3.15
H 4.14 -0.87 4.24
H 3.89 -1.16 2.46
H 3.73 -3.17 5.26
H 2.83 -3.24 3.91
C -0.63 -6.14 3.34
O -1.28 -5.16 2.54
C -1.55 -5.59 1.20
C -3.00 -6.11 1.19
N -3.71 -6.00 -0.09
C -3.78 -4.73 -0.80
C -4.53 -3.63 -0.05
O -5.02 -2.65 -0.93
C -5.80 -1.70 -0.27
H 0.24 -6.54 2.80
H -1.31 -6.93 3.66
H -0.20 -5.65 4.21
H -0.90 -6.34 0.73
H -1.32 -4.68 0.63
H -3.56 -5.39 1.79
H -3.08 -7.14 1.53
H -3.25 -6.66 -0.71
H -4.26 -5.03 -1.73
H -2.79 -4.33 -1.09
H -3.98 -3.23 0.80
H -5.37 -4.22 0.36
H -5.18 -0.94 0.22
H -6.47 -2.01 0.54
H -6.44 -1.17 -0.98
C 3.28 2.04 4.80
O 3.30 2.83 3.60
C 3.10 4.22 3.77
C 2.94 4.85 2.36
N 1.68 4.48 1.74
C 0.46 5.11 2.28
C -0.83 4.37 1.94
O -0.90 3.78 0.66
C -0.65 4.68 -0.40
H 4.24 1.99 5.31
H 2.80 1.13 4.47
H 2.60 2.52 5.52
H 3.83 4.72 4.40
H 2.13 4.27 4.28
H 3.74 4.45 1.74
H 3.00 5.94 2.40
H 1.65 3.47 1.76
H 0.49 6.11 1.84
H 0.63 5.21 3.36
H -1.70 5.01 2.09
H -0.85 3.53 2.63
H -1.27 5.58 -0.38
H -0.87 4.16 -1.33
H 0.42 4.89 -0.50

As for the orbital gap: 8.4 eV. The HOMO energy comes out at -7.91 eV. As for the LUMO energy: 0.50 eV.

***

[2]
Here is a 7-piece molecular cluster, C42H101O24P3 overall at a distorted geometry from OMol25. Energies are from ωB97M-V/def2-TZVPD.

Positions of all 170 atoms, in Å:
C 8.05 -3.97 0.89
O 6.67 -4.28 0.75
C 5.98 -4.18 2.03
C 4.53 -4.77 1.81
O 4.01 -5.06 3.03
C 2.74 -5.59 3.20
C 2.54 -6.98 2.54
O 1.09 -7.29 2.68
C 0.72 -7.84 3.96
H 8.04 -2.89 0.93
H 8.61 -4.29 0.01
H 8.55 -4.43 1.74
H 5.92 -3.13 2.31
H 6.54 -4.73 2.79
H 4.37 -5.54 1.05
H 4.00 -3.96 1.31
H 2.12 -4.81 2.76
H 2.58 -5.74 4.26
H 3.23 -7.74 2.91
H 2.47 -6.97 1.45
H -0.17 -8.44 3.78
H 0.49 -7.05 4.67
H 1.48 -8.56 4.29
C 4.07 2.97 -2.12
O 3.19 3.02 -0.88
C 3.52 2.03 0.08
C 2.23 1.88 0.93
O 2.56 1.27 2.18
C 1.34 0.91 2.93
C 1.18 -0.69 2.87
O 0.48 -1.09 1.72
C -0.57 -2.06 1.90
H 3.65 2.15 -2.69
H 5.06 2.64 -1.81
H 3.98 3.76 -2.87
H 4.42 2.40 0.57
H 3.82 1.12 -0.45
H 1.70 1.12 0.35
H 1.47 2.66 0.85
H 0.45 1.38 2.51
H 1.47 1.24 3.97
H 0.72 -1.00 3.80
H 2.16 -1.16 2.93
H -1.19 -2.18 1.01
H -1.26 -1.69 2.66
H -0.05 -2.98 2.15
C 1.25 6.63 -11.82
O 2.08 5.55 -12.03
C 1.58 4.28 -11.77
C 1.81 3.81 -10.25
O 3.20 3.35 -10.06
C 3.48 2.94 -8.76
C 2.60 2.01 -7.90
O 3.26 1.41 -6.82
C 3.46 2.22 -5.70
H 1.97 7.40 -11.53
H 0.56 6.51 -10.99
H 0.67 6.92 -12.70
H 2.10 3.59 -12.43
H 0.52 4.08 -11.94
H 1.05 3.12 -9.88
H 1.68 4.70 -9.64
H 3.82 3.79 -8.17
H 4.36 2.32 -8.92
H 2.13 1.19 -8.44
H 1.64 2.50 -7.70
H 3.81 1.57 -4.89
H 2.56 2.64 -5.26
H 4.24 2.98 -5.72
C -4.66 -5.22 4.37
O -5.14 -3.80 4.46
C -4.41 -3.01 3.57
C -4.71 -1.54 3.98
O -6.03 -1.03 3.93
C -7.08 -1.80 4.35
C -8.40 -1.06 4.00
O -8.58 0.03 4.87
C -9.67 0.90 4.77
H -3.63 -5.26 4.72
H -4.62 -5.44 3.30
H -5.28 -5.98 4.85
H -4.65 -3.18 2.52
H -3.33 -3.14 3.67
H -4.09 -0.93 3.33
H -4.33 -1.27 4.96
H -7.04 -2.09 5.40
H -7.15 -2.74 3.80
H -9.29 -1.67 4.17
H -8.51 -0.83 2.94
H -10.66 0.43 4.67
H -9.59 1.45 3.83
H -9.81 1.57 5.61
C -5.33 2.96 -1.90
C -4.13 2.53 -1.05
O -2.91 2.97 -1.65
P -2.71 4.57 -1.79
O -3.13 5.30 -0.60
O -1.15 4.71 -2.26
C -0.26 5.01 -1.20
C 0.94 5.62 -1.94
O -3.60 5.02 -3.14
C -3.38 6.28 -3.76
C -3.86 6.04 -5.20
H -5.05 2.96 -2.96
H -6.24 2.40 -1.69
H -5.50 4.01 -1.65
H -4.18 2.83 0.00
H -4.08 1.46 -1.24
H -0.72 5.60 -0.41
H 0.10 4.14 -0.65
H 1.03 4.88 -2.73
H 0.67 6.63 -2.25
H 1.76 5.70 -1.23
H -4.05 7.02 -3.33
H -2.34 6.60 -3.67
H -3.53 6.83 -5.87
H -3.50 5.10 -5.62
H -4.92 5.86 -5.40
C 0.72 -5.79 -1.53
C 1.61 -4.59 -1.87
O 0.93 -3.53 -2.52
P 1.84 -2.34 -3.13
O 3.07 -2.05 -2.33
O 2.18 -2.85 -4.68
C 2.60 -2.09 -5.74
C 1.71 -2.55 -6.98
O 0.85 -1.09 -3.18
C 0.23 -0.59 -2.01
C 0.65 0.93 -2.08
H 0.49 -6.23 -2.50
H 1.43 -6.41 -0.98
H -0.21 -5.51 -1.04
H 2.15 -4.20 -1.01
H 2.33 -5.00 -2.57
H 2.56 -1.02 -5.57
H 3.68 -2.29 -5.75
H 2.09 -2.10 -7.89
H 1.60 -3.64 -6.96
H 0.71 -2.15 -6.89
H -0.85 -0.69 -2.15
H 0.53 -1.07 -1.08
H 1.70 1.06 -2.32
H 0.12 1.53 -2.83
H 0.41 1.46 -1.16
C -2.08 -1.25 9.53
C -2.84 -0.40 8.52
O -1.97 0.50 7.76
P -0.82 -0.06 6.73
O -1.26 -1.37 6.20
O 0.35 0.01 7.82
C 1.43 -0.95 7.77
C 2.57 -0.49 6.86
O -0.62 1.20 5.69
C -0.55 2.48 6.24
C 0.15 3.48 5.21
H -1.45 -0.68 10.22
H -2.77 -1.91 10.07
H -1.35 -1.88 9.04
H -3.47 -1.11 7.98
H -3.56 0.23 9.05
H 1.84 -1.12 8.77
H 1.04 -1.88 7.36
H 3.39 -0.02 7.41
H 3.07 -1.23 6.24
H 2.16 0.32 6.26
H -1.55 2.82 6.51
H -0.02 2.42 7.19
H 0.07 4.45 5.70
H 1.22 3.33 5.17
H -0.16 3.51 4.17

The multiplicity is 2. For the relative energy (zero: lowest compared OMol25 entry of this formula, charge and spin), the calculation gives 6.91 kcal per mole. As for the expectation value of S²: 0.76. As for the orbital gap (spin up / spin down): 8.5 / 2.4 eV. The HOMO energy (spin up / spin down) comes out at -10.60 / -10.60 eV. As for the LUMO energy (spin up / spin down): -2.05 / -8.19 eV. Its net charge is +1.

***

[3]
Here is a 9-piece molecular cluster, C42H102N12O9 overall at a distorted geometry from OMol25. Energies are from ωB97M-V/def2-TZVPD.

Positions of all 165 atoms, in Å:
C 5.78 -0.68 -1.09
C 4.78 -1.48 -2.08
C 4.75 -0.67 -3.36
C 5.70 -2.67 -2.41
C 5.47 -3.97 -1.57
C 3.97 -4.13 -1.34
C 3.24 -2.93 -0.63
C 1.77 -3.33 -0.68
C 3.74 -2.85 0.88
N 3.50 -1.72 -1.51
O 3.05 -0.55 -0.88
H 5.78 -1.37 -0.24
H 6.76 -0.42 -1.48
H 5.23 0.20 -0.75
H 5.76 -0.46 -3.72
H 4.17 -1.22 -4.10
H 4.20 0.26 -3.22
H 5.78 -2.83 -3.49
H 6.76 -2.44 -2.31
H 5.96 -4.86 -1.96
H 5.78 -3.82 -0.54
H 3.62 -5.10 -0.98
H 3.55 -4.19 -2.35
H 1.12 -2.78 0.00
H 1.61 -4.32 -0.24
H 1.35 -3.15 -1.66
H 3.08 -2.58 1.70
H 4.69 -2.34 1.06
H 4.07 -3.86 1.09
H 2.16 -0.36 -1.18
C 6.36 1.51 6.25
C 4.94 1.91 5.98
C 4.31 2.40 7.35
C 5.00 3.18 4.99
C 5.21 2.85 3.53
C 4.30 1.79 2.97
C 4.09 0.57 3.92
C 2.77 -0.06 3.51
C 5.18 -0.44 3.66
N 4.05 0.89 5.36
O 3.96 -0.27 6.14
H 6.94 1.27 5.36
H 6.83 2.38 6.70
H 6.37 0.69 6.98
H 4.14 1.72 8.19
H 4.80 3.29 7.74
H 3.31 2.81 7.21
H 3.96 3.53 5.02
H 5.60 4.02 5.34
H 5.12 3.79 2.98
H 6.26 2.57 3.47
H 4.88 1.40 2.13
H 3.41 2.26 2.54
H 1.93 0.63 3.55
H 2.55 -1.01 3.99
H 2.63 -0.34 2.46
H 5.26 -1.32 4.30
H 6.11 0.13 3.64
H 5.18 -0.73 2.61
H 3.05 -0.57 6.16
C -3.82 -0.65 -3.28
C -4.86 -0.64 -4.46
C -5.22 -2.01 -5.09
C -6.25 -0.24 -3.82
C -6.28 1.29 -3.45
C -5.97 2.08 -4.70
C -4.66 1.85 -5.36
C -4.90 2.33 -6.80
C -3.45 2.53 -4.69
N -4.56 0.37 -5.51
O -3.46 0.04 -6.28
H -3.90 -1.52 -2.63
H -2.86 -0.78 -3.77
H -3.94 0.22 -2.63
H -6.23 -2.13 -5.47
H -4.52 -2.26 -5.89
H -5.07 -2.73 -4.28
H -7.03 -0.30 -4.58
H -6.59 -0.92 -3.05
H -7.27 1.58 -3.08
H -5.60 1.40 -2.62
H -6.04 3.12 -4.37
H -6.81 2.06 -5.38
H -5.56 1.57 -7.22
H -3.95 2.33 -7.33
H -5.38 3.29 -7.01
H -2.45 2.33 -5.07
H -3.41 2.08 -3.69
H -3.56 3.61 -4.59
H -3.80 0.08 -7.17
C 1.15 -0.35 -3.41
O 0.43 0.26 -2.29
C -0.15 1.52 -2.62
C 0.72 2.66 -3.30
C 1.69 3.26 -2.26
N -0.13 3.80 -3.55
H 1.70 -1.26 -3.22
H 1.78 0.33 -3.99
H 0.42 -0.71 -4.14
H -1.07 1.25 -3.16
H -0.58 1.99 -1.74
H 0.95 2.17 -4.25
H 1.22 3.88 -1.50
H 2.28 3.89 -2.93
H 2.29 2.46 -1.82
H -0.24 4.12 -2.60
H 0.29 4.47 -4.18
C -3.09 1.22 3.53
O -2.42 2.45 3.68
C -3.32 3.50 3.86
C -4.11 3.47 5.15
C -5.02 4.68 5.31
N -3.15 3.30 6.21
H -2.37 0.46 3.23
H -3.73 1.14 2.65
H -3.64 0.82 4.39
H -2.71 4.40 3.78
H -3.90 3.47 2.93
H -4.72 2.57 5.07
H -5.73 4.52 4.49
H -4.52 5.64 5.17
H -5.51 4.62 6.28
H -2.44 2.67 5.87
H -2.74 4.20 6.42
C -3.81 -6.72 -3.85
O -3.77 -5.47 -3.13
C -3.05 -5.54 -1.84
C -2.74 -4.10 -1.34
C -1.70 -3.46 -2.22
N -2.36 -4.09 0.09
H -4.37 -6.55 -4.77
H -4.30 -7.54 -3.32
H -2.78 -6.99 -4.09
H -3.72 -6.13 -1.22
H -1.99 -5.81 -1.84
H -3.54 -3.37 -1.45
H -0.80 -4.07 -2.20
H -1.45 -2.47 -1.82
H -2.13 -3.42 -3.22
H -2.00 -3.23 0.48
H -3.21 -4.21 0.61
N -0.11 5.29 1.67
C -0.80 4.48 0.89
N -0.68 3.27 1.11
O -1.46 4.91 -0.13
H 0.07 6.23 1.32
H 0.48 4.90 2.40
H -1.24 2.77 0.44
H -0.66 2.97 2.07
N -0.24 -0.27 0.20
C -1.49 -0.62 0.35
N -2.21 -0.11 -0.60
O -1.93 -1.20 1.25
H 0.00 0.01 -0.75
H 0.53 -0.62 0.75
H -1.90 0.47 -1.37
H -3.19 -0.09 -0.34
N -0.38 -3.93 5.42
C -0.67 -2.80 4.84
N -0.81 -2.99 3.61
O -0.85 -1.71 5.45
H -0.10 -4.77 4.93
H -0.37 -4.02 6.42
H -1.29 -2.21 3.18
H -0.85 -3.92 3.23

For the relative energy (zero: lowest compared OMol25 entry of this formula, charge and spin), the calculation gives 116.72 kcal per mole. As for the orbital gap: 8.3 eV. The HOMO energy comes out at -7.86 eV. As for the LUMO energy: 0.44 eV.